184
Properties=species:S:1:pos:R:3 method="wB97M-V/def2-TZVPD" lumo_energy_ev=2.018 total_charge=-1 e_above_lowest_kcal_mol=0.0 e_tot_ha=-3880.48476 orbital_gap_ev=7.272
O -0.163 -2.330 3.254
C 0.077 -1.873 2.156
O 0.096 -0.598 1.838
B 0.524 -0.444 0.420
O 0.979 -1.785 0.016
C 0.681 -2.648 0.972
O 0.744 -3.853 0.921
O 1.622 0.545 0.375
C 1.359 1.459 -0.523
O 2.086 2.375 -0.837
C -0.084 1.240 -1.029
O -0.506 0.077 -0.467
O -0.655 1.928 -1.825
C 0.506 -1.719 -3.402
O -0.816 -1.170 -3.350
H 0.760 -2.132 -2.426
H 0.536 -2.522 -4.143
H 1.226 -0.965 -3.714
H -1.360 -1.860 -2.944
C -2.004 4.947 -1.157
O -1.393 4.917 -2.448
H -2.516 4.008 -0.979
H -1.245 5.079 -0.380
H -2.697 5.787 -1.043
H -0.727 5.609 -2.451
C 4.977 4.810 -1.586
O 5.963 3.856 -1.213
H 4.682 4.641 -2.626
H 4.131 4.712 -0.909
H 5.331 5.844 -1.560
H 6.782 4.105 -1.650
C 2.881 -4.556 -1.742
O 2.325 -4.558 -3.052
H 3.601 -3.750 -1.598
H 2.123 -4.487 -0.964
H 3.417 -5.499 -1.599
H 3.012 -4.338 -3.686
C 2.741 5.378 6.673
O 3.535 4.906 5.608
C 4.434 5.891 5.112
C 5.340 5.293 4.050
N 5.909 4.032 4.566
C 6.791 3.449 3.517
C 6.031 2.970 2.302
O 4.895 2.260 2.729
C 4.359 1.483 1.670
H 3.357 5.703 7.519
H 2.147 4.534 7.020
H 2.117 6.214 6.344
H 5.092 6.162 5.947
H 3.853 6.736 4.731
H 6.089 6.071 3.857
H 4.787 5.061 3.140
H 6.632 4.366 5.202
H 7.237 2.557 3.966
H 7.632 4.101 3.256
H 6.690 2.243 1.813
H 5.803 3.791 1.618
H 5.051 0.715 1.309
H 4.056 2.206 0.910
H 3.465 0.949 1.982
C -1.280 -4.499 -1.926
O -2.170 -3.417 -2.181
C -2.639 -2.834 -0.952
C -3.247 -1.423 -1.130
N -4.504 -1.336 -1.875
C -4.486 -2.011 -3.169
C -5.686 -1.597 -4.000
O -5.519 -0.263 -4.442
C -6.584 0.150 -5.296
H -1.310 -5.131 -2.813
H -1.637 -5.147 -1.119
H -0.285 -4.121 -1.691
H -1.751 -2.800 -0.310
H -3.312 -3.532 -0.443
H -2.512 -0.696 -1.473
H -3.432 -1.113 -0.098
H -5.254 -1.657 -1.278
H -4.470 -3.099 -3.062
H -3.589 -1.764 -3.738
H -6.588 -1.695 -3.383
H -5.810 -2.275 -4.852
H -7.555 -0.033 -4.825
H -6.540 -0.456 -6.206
H -6.477 1.211 -5.509
C -3.457 -4.179 3.431
O -3.021 -5.342 2.754
C -1.677 -5.316 2.362
C -0.728 -5.727 3.484
N -0.954 -7.143 3.856
C -0.498 -7.495 5.195
C -1.332 -6.856 6.330
O -2.646 -7.436 6.274
C -3.626 -6.761 7.074
H -3.457 -3.365 2.697
H -2.733 -3.911 4.206
H -4.450 -4.271 3.864
H -1.488 -4.323 1.949
H -1.489 -6.009 1.539
H -0.822 -5.132 4.401
H 0.315 -5.544 3.219
H -1.960 -7.277 3.913
H 0.523 -7.126 5.315
H -0.528 -8.580 5.293
H -1.449 -5.773 6.271
H -0.784 -7.131 7.237
H -4.577 -7.253 6.875
H -3.615 -5.704 6.805
H -3.431 -6.950 8.133
C -4.107 3.566 -6.949
O -3.270 2.906 -6.017
C -3.116 1.569 -6.478
C -2.458 0.671 -5.454
N -1.324 1.282 -4.765
C -0.161 1.424 -5.637
C 1.011 2.085 -4.935
O 0.690 3.346 -4.410
C 1.760 4.114 -3.959
H -3.726 3.570 -7.976
H -4.199 4.599 -6.616
H -5.113 3.131 -6.963
H -2.547 1.572 -7.417
H -4.072 1.099 -6.744
H -2.133 -0.290 -5.881
H -3.211 0.413 -4.710
H -1.083 0.517 -4.138
H -0.501 1.969 -6.521
H 0.186 0.435 -5.975
H 1.842 2.197 -5.642
H 1.354 1.397 -4.152
H 1.353 4.839 -3.251
H 2.313 4.692 -4.710
H 2.489 3.516 -3.404
C 0.696 -1.530 8.548
C -0.225 -2.713 8.199
C -0.970 -2.453 6.871
O -1.819 -1.333 6.970
C -2.565 -1.076 5.787
N 0.610 -3.920 8.095
H 0.026 -0.667 8.482
H 1.504 -1.404 7.827
H 1.094 -1.615 9.559
H -0.958 -2.755 9.008
H -1.593 -3.317 6.607
H -0.219 -2.388 6.074
H -3.018 -0.089 5.853
H -3.364 -1.824 5.738
H -1.944 -1.133 4.890
H 1.374 -3.817 8.752
H 1.107 -3.851 7.210
C 4.071 -0.789 -2.398
C 5.027 0.371 -2.090
C 6.368 0.183 -2.809
O 6.998 -1.018 -2.413
C 7.737 -0.944 -1.217
N 4.444 1.652 -2.525
H 4.422 -1.695 -1.907
H 4.142 -0.900 -3.483
H 3.038 -0.599 -2.114
H 5.186 0.482 -1.011
H 7.045 1.028 -2.651
H 6.132 0.085 -3.870
H 8.123 -1.947 -1.034
H 7.147 -0.685 -0.334
H 8.596 -0.278 -1.336
H 5.057 2.396 -2.194
H 3.610 1.931 -2.010
C -5.818 2.214 -2.290
C -4.774 2.812 -3.206
C -4.782 4.342 -3.175
O -3.830 4.803 -4.101
C -3.886 6.222 -4.148
N -3.459 2.288 -2.852
H -5.702 1.131 -2.308
H -6.835 2.594 -2.435
H -5.643 2.476 -1.238
H -4.988 2.457 -4.217
H -4.617 4.673 -2.140
H -5.812 4.684 -3.351
H -4.901 6.631 -4.190
H -3.253 6.562 -4.966
H -3.477 6.647 -3.224
H -3.356 2.408 -1.847
H -3.494 1.272 -2.872